(1)
{
  "formula": "H20O10",
  "method": "ωB97M-V/def2-TZVPD",
  "elements": ["O", "H", "H", "O", "H", "H", "O", "H", "H", "O", "H", "H", "O", "H", "H", "O", "H", "H", "O", "H", "H", "O", "H", "H", "O", "H", "H", "O", "H", "H"],
  "positions_angstrom": [[0.50, 3.94, -0.95], [0.43, 4.41, -1.79], [-0.41, 3.68, -0.74], [-2.03, 2.48, -0.64], [-2.68, 3.16, -0.83], [-2.40, 1.98, 0.09], [0.39, -0.47, 2.22], [0.05, 0.06, 1.48], [0.64, 0.17, 2.89], [-0.89, -3.25, 1.56], [-1.29, -3.99, 1.10], [-1.23, -2.47, 1.11], [2.49, 1.37, -1.37], [1.83, 0.78, -0.96], [3.02, 0.80, -1.94], [1.78, -2.51, 0.72], [1.12, -2.73, 0.05], [2.42, -1.96, 0.27], [-2.25, -1.22, 0.04], [-2.77, -0.54, 0.48], [-2.76, -1.44, -0.74], [1.72, 2.47, 1.31], [1.17, 2.81, 2.02], [1.93, 1.57, 1.56], [0.18, -3.05, -1.54], [-0.74, -3.33, -1.60], [0.68, -3.70, -2.05], [0.05, 0.44, -0.47], [-0.72, 1.01, -0.58], [-0.24, -0.45, -0.72]],
  "multiplicity": 1,
  "e_above_lowest_kj_mol": 359.1
}


(2)
{
  "formula": "H20O10",
  "method": "ωB97M-V/def2-TZVPD",
  "elements": ["O", "H", "H", "O", "H", "H", "O", "H", "H", "O", "H", "H", "O", "H", "H", "O", "H", "H", "O", "H", "H", "O", "H", "H", "O", "H", "H", "O", "H", "H"],
  "positions_angstrom": [[2.64, 0.38, -0.21], [2.02, 0.04, -0.85], [2.10, 0.86, 0.42], [-1.48, -0.79, 0.11], [-1.47, -1.47, 0.78], [-1.50, -1.26, -0.72], [1.32, -0.17, -1.69], [1.56, -0.63, -2.50], [0.74, -0.78, -1.23], [-3.01, -0.14, 1.58], [-2.22, -0.43, 1.14], [-3.36, 0.56, 1.03], [1.17, 0.98, 1.78], [0.45, 1.52, 2.09], [0.84, 0.58, 0.97], [0.25, -1.76, -0.74], [0.53, -1.57, 0.15], [0.07, -2.70, -0.75], [1.24, 1.97, -2.44], [1.06, 1.03, -2.36], [2.13, 2.02, -2.77], [-1.97, 1.64, 0.50], [-2.53, 1.70, -0.27], [-1.16, 1.24, 0.18], [0.15, 0.47, 0.12], [0.12, 0.54, -0.83], [-0.51, -0.19, 0.33], [0.00, -1.34, 1.81], [-0.15, -0.88, 2.64], [0.95, -1.39, 1.73]],
  "multiplicity": 1,
  "e_above_lowest_kj_mol": 1519.0
}


(3)
{
  "formula": "H20O10Xe",
  "method": "ωB97M-V/def2-TZVPD",
  "elements": ["Xe", "O", "H", "H", "O", "H", "H", "O", "H", "H", "O", "H", "H", "O", "H", "H", "O", "H", "H", "O", "H", "H", "O", "H", "H", "O", "H", "H", "O", "H", "H"],
  "positions_angstrom": [[-0.22, -0.19, 0.39], [-2.67, -1.60, 2.52], [-3.11, -2.21, 3.11], [-1.99, -1.19, 3.05], [-1.54, 1.62, -2.96], [-1.78, 1.35, -2.08], [-2.37, 1.79, -3.40], [1.74, 2.59, 1.86], [1.95, 2.12, 1.06], [0.79, 2.72, 1.82], [0.44, -2.50, -2.95], [0.41, -2.49, -3.90], [0.95, -1.72, -2.71], [2.22, -0.34, -2.54], [2.46, 0.38, -3.12], [3.04, -0.80, -2.38], [3.14, 1.32, -0.21], [3.28, 1.87, -0.98], [2.90, 0.47, -0.57], [1.93, 0.39, 3.83], [2.02, 1.16, 3.27], [2.82, 0.04, 3.90], [-3.00, 1.67, -0.53], [-3.23, 0.86, -0.09], [-3.79, 1.90, -1.03], [-2.38, -1.83, -3.05], [-2.53, -2.60, -2.50], [-1.43, -1.74, -3.09], [-0.40, -1.02, 4.34], [0.29, -0.49, 3.94], [0.06, -1.55, 4.99]],
  "multiplicity": 1,
  "e_above_lowest_kj_mol": 41.5
}


(4)
{
  "formula": "H21O11",
  "method": "ωB97M-V/def2-TZVPD",
  "elements": ["O", "H", "H", "O", "H", "H", "O", "H", "H", "O", "H", "H", "O", "H", "H", "O", "H", "H", "O", "H", "O", "H", "H", "O", "H", "H", "O", "H", "H", "O", "H", "H"],
  "positions_angstrom": [[0.54, 0.63, -4.37], [0.63, 0.83, -3.42], [0.72, -0.34, -4.26], [0.36, 4.35, 2.54], [1.13, 3.99, 2.03], [-0.11, 3.52, 2.42], [-2.99, -0.33, -0.59], [-0.23, 3.00, -2.41], [-0.81, -2.51, -1.45], [-0.29, -0.34, 0.26], [0.13, -0.77, 0.91], [-2.18, 0.41, 3.26], [-1.90, -3.31, 1.62], [1.69, 1.34, -0.07], [0.33, -0.04, -0.63], [-0.90, -3.47, -1.24], [-1.15, -3.88, -2.04], [1.73, -0.16, -1.98], [0.96, 0.43, -1.75], [-2.14, 0.23, -0.45], [-0.69, 2.76, -1.63], [-3.07, -0.83, 0.24], [-0.42, 1.81, -1.35], [4.26, -1.18, 1.34], [4.63, -1.70, 0.64], [3.49, -0.70, 1.03], [1.97, 1.28, 0.89], [-2.70, -2.82, 1.44], [1.24, 2.00, 1.05], [-1.72, -0.35, 3.03], [-1.15, -3.20, 1.08], [-1.35, -0.64, 3.87]],
  "total_charge": -1,
  "multiplicity": 1,
  "e_above_lowest_kj_mol": 280.9
}


(5)
{
  "formula": "H21O11",
  "method": "ωB97M-V/def2-TZVPD",
  "elements": ["O", "H", "H", "O", "H", "H", "O", "H", "H", "O", "H", "H", "O", "H", "H", "O", "H", "H", "O", "H", "O", "H", "H", "O", "H", "H", "O", "H", "H", "O", "H", "H"],
  "positions_angstrom": [[-3.29, -2.29, -0.39], [-2.72, -1.95, 0.31], [-2.91, -1.80, -1.13], [-0.61, 0.94, -0.49], [-0.75, 0.78, -1.44], [-0.81, -1.04, -1.79], [-0.27, 3.52, 0.52], [1.92, 3.11, -1.45], [-2.06, 1.28, 1.26], [1.98, -1.87, -0.88], [2.66, -2.28, -0.31], [1.37, -0.51, 1.29], [1.64, 1.37, 3.75], [-0.75, -3.53, -2.33], [1.97, -1.01, -0.39], [-2.95, 1.11, 1.61], [-3.15, 0.21, 1.30], [-0.49, -1.93, -0.61], [-1.13, -1.83, -1.34], [-1.08, 3.47, 1.07], [1.65, 2.68, -2.30], [-0.55, 2.72, 0.04], [1.21, 1.93, -1.84], [1.68, 0.71, -0.09], [2.09, 1.29, -0.76], [0.60, 0.90, -0.28], [0.11, -3.88, -2.18], [1.36, 1.67, 2.88], [0.86, -3.31, -2.00], [1.02, -1.29, 1.73], [1.33, 2.06, 4.35], [0.06, -1.22, 1.87]],
  "multiplicity": 2,
  "s_squared": 0.760,
  "e_above_lowest_kj_mol": 159.6
}


(6)
{
  "formula": "H21O14S",
  "method": "ωB97M-V/def2-TZVPD",
  "elements": ["O", "H", "H", "H", "S", "O", "O", "O", "O", "O", "H", "H", "O", "H", "H", "O", "H", "H", "O", "H", "H", "O", "H", "H", "O", "H", "H", "O", "H", "H", "O", "H", "H", "O", "H", "H"],
  "positions_angstrom": [[-12.61, 0.23, 67.07], [-13.35, 0.38, 67.68], [-12.30, 1.24, 66.66], [-11.93, -0.13, 67.65], [-15.84, 1.12, 67.75], [-16.03, 2.57, 67.70], [-15.76, 0.65, 66.41], [-14.62, 0.69, 68.56], [-16.93, 0.54, 68.39], [-15.09, -1.70, 65.67], [-15.25, -2.16, 64.84], [-15.46, -0.83, 65.94], [-14.07, 1.34, 70.40], [-14.87, 1.46, 70.68], [-14.16, 0.85, 69.66], [-9.95, 1.39, 67.62], [-10.12, 2.20, 68.16], [-9.50, 0.93, 68.24], [-12.51, 0.83, 63.51], [-11.64, 1.04, 63.49], [-12.89, 1.60, 64.14], [-12.12, -1.87, 64.22], [-12.24, -1.77, 65.14], [-12.38, -0.95, 63.99], [-11.59, -2.51, 66.86], [-12.35, -2.74, 67.32], [-11.30, -3.38, 66.83], [-14.87, -1.49, 70.01], [-14.72, -0.64, 69.60], [-15.75, -1.57, 69.93], [-12.82, 2.73, 65.35], [-11.96, 3.18, 65.26], [-13.53, 3.31, 65.45], [-11.50, -0.79, 69.19], [-11.56, -1.78, 69.35], [-10.48, -0.76, 69.45]],
  "total_charge": -1,
  "multiplicity": 1,
  "e_above_lowest_kj_mol": 256.3
}